{"formula": "C5H12O2", "method": "ωB97M-V/def2-TZVPD", "multiplicity": 1, "de_lowest_kcal_mol": 98.0, "lumo_ev": 0.89, "species": ["O", "O", "C", "C", "C", "C", "C", "H", "H", "H", "H", "H", "H", "H", "H", "H", "H", "H", "H"], "xyz": [[1.2974, -1.7154, -1.1172], [-1.1746, -0.8065, 0.3382], [1.3881, 1.7532, -0.6731], [1.5788, -0.6058, 0.2815], [-0.6470, 0.5107, 0.2747], [-2.5074, -0.8234, 0.7781], [0.7723, 0.4472, -0.2304], [-0.7315, 0.9728, 1.2781], [2.3926, 1.5969, -1.0821], [-3.1634, -0.2768, 0.0833], [-2.6099, -0.3719, 1.7772], [2.6609, -0.5395, 0.2098], [0.8307, -0.6346, -1.2538], [-1.2600, 1.1298, -0.4033], [1.4752, 2.4916, 0.1379], [0.7875, 2.2209, -1.4628], [0.5154, -2.2263, -0.8388], [-2.8279, -1.8671, 0.8244], [1.2228, -1.2558, 1.0782]]}